(1)
The following is a DFT calculation (ωB97M-V/def2-TZVPD) of a cluster of 4 separate species, C3H13N2OS2 in total at a distorted geometry.

Output
energy relative to the best compared isomer or geometry (same formula, charge and spin)	5.788	eV
total energy	-1102.8028	Eh
HOMO energy	-12.95	eV
frontier orbital gap	0.152	Ha
charge	+1

Last columns: bonded neighbours and bond lengths (Å).
Element x y z (Å)
1 S -0.735 -0.631 1.192  S2 1.978, H8 1.369
2 S -0.376 1.265 0.757  S1 1.978
3 C 1.560 -2.463 -0.838  C4 1.340, H9 1.081, H10 1.082
4 C 2.129 -1.398 -1.418  C3 1.340, C5 1.485, H11 1.086
5 C 2.226 -0.088 -0.725  C4 1.485, N6 1.469, H12 1.105, H13 1.109
6 N 2.344 1.166 -1.481  C5 1.469, H14 1.005, H15 1.007
7 N -3.521 1.356 2.172  H16 1.022, H17 1.019, H18 1.020
8 H -2.065 -0.767 0.895  S1 1.369
9 H 1.455 -3.379 -1.403  C3 1.081
10 H 1.083 -2.356 0.127  C3 1.082
11 H 2.420 -1.287 -2.458  C4 1.086
12 H 3.072 -0.093 -0.013  C5 1.105
13 H 1.318 0.037 -0.102  C5 1.109
14 H 1.622 1.795 -1.179  N6 1.005
15 H 3.276 1.545 -1.449  N6 1.007
16 H -4.058 2.224 2.225  N7 1.022
17 H -2.573 1.702 2.033  N7 1.019
18 H -3.580 1.057 3.145  N7 1.020
19 H -1.428 -0.068 -2.733  O21 0.963
20 H -1.448 0.166 -1.193  O21 0.959
21 O -1.219 -0.462 -1.880  H19 0.963, H20 0.959

(2)
The following is a DFT calculation (ωB97M-V/def2-TZVPD) of the molecule C22H27N3O2.

Output
energy relative to the best compared isomer or geometry (same formula, charge and spin)	0.101	eV
total energy	-1169.3498	Eh
HOMO energy	-8.47	eV
SMILES	Cc1ccc(CNC(=O)C2CCN(C(=O)Nc3ccc(C)cc3)CC2)cc1
frontier orbital gap	0.336	Ha
charge	0

Last columns: bonded neighbours and bond lengths (Å).
Element x y z (Å)
1 C -3.700 -2.597 3.011  C2 1.499, H28 1.089, H29 1.090, H30 1.087
2 C -3.437 -1.370 2.192  C1 1.499, C3 1.390, C27 1.389
3 C -4.306 -1.012 1.167  C2 1.390, C4 1.382, H31 1.081
4 C -4.085 0.126 0.414  C3 1.382, C5 1.388, H32 1.081
5 C -2.991 0.941 0.671  C4 1.388, C6 1.506, C26 1.389
6 C -2.737 2.184 -0.140  C5 1.506, N7 1.447, H33 1.095, H34 1.096
7 N -1.367 2.234 -0.603  C6 1.447, C8 1.350, H35 1.007
8 C -0.505 3.212 -0.252  N7 1.350, O9 1.213, C10 1.528
9 O -0.840 4.193 0.378  C8 1.213
10 C 0.935 2.974 -0.703  C8 1.528, C11 1.535, C25 1.533, H36 1.095
11 C 1.517 1.774 0.058  C10 1.535, C12 1.529, H37 1.091, H38 1.091
12 C 2.918 1.437 -0.452  C11 1.529, N13 1.444, H39 1.099, H40 1.089
13 N 2.912 1.265 -1.886  C12 1.444, C14 1.359, C24 1.446
14 C 3.429 0.214 -2.575  N13 1.359, O15 1.215, N16 1.394
15 O 3.741 0.280 -3.748  C14 1.215
16 N 3.630 -0.950 -1.836  C14 1.394, C17 1.403, H41 1.012
17 C 2.657 -1.567 -1.036  N16 1.403, C18 1.392, C23 1.393
18 C 1.302 -1.282 -1.178  C17 1.392, C19 1.383, H42 1.080
19 C 0.369 -1.887 -0.356  C18 1.383, C20 1.388, H43 1.082
20 C 0.756 -2.808 0.608  C19 1.388, C21 1.498, C22 1.391
21 C -0.253 -3.482 1.486  C20 1.498, H44 1.086, H45 1.089, H46 1.090
22 C 2.108 -3.115 0.720  C20 1.391, C23 1.380, H47 1.081
23 C 3.049 -2.506 -0.085  C17 1.393, C22 1.380, H48 1.080
24 C 2.496 2.452 -2.597  N13 1.446, C25 1.529, H49 1.097, H50 1.091
25 C 1.050 2.774 -2.218  C10 1.533, C24 1.529, H51 1.092, H52 1.091
26 C -2.117 0.583 1.690  C5 1.389, C27 1.382, H53 1.080
27 C -2.337 -0.558 2.439  C2 1.389, C26 1.382, H54 1.081
28 H -3.879 -3.459 2.370  C1 1.089
29 H -4.588 -2.451 3.625  C1 1.090
30 H -2.862 -2.816 3.668  C1 1.087
31 H -5.165 -1.634 0.959  C3 1.081
32 H -4.773 0.387 -0.377  C4 1.081
33 H -2.884 3.081 0.471  C6 1.095
34 H -3.421 2.227 -0.995  C6 1.096
35 H -1.025 1.413 -1.075  N7 1.007
36 H 1.500 3.870 -0.427  C10 1.095
37 H 0.878 0.898 -0.062  C11 1.091
38 H 1.570 2.007 1.123  C11 1.091
39 H 3.598 2.267 -0.212  C12 1.099
40 H 3.291 0.537 0.033  C12 1.089
41 H 4.280 -1.583 -2.283  N16 1.012
42 H 0.988 -0.600 -1.955  C18 1.080
43 H -0.680 -1.651 -0.473  C19 1.082
44 H -1.223 -3.002 1.395  C21 1.086
45 H 0.063 -3.448 2.527  C21 1.089
46 H -0.356 -4.530 1.205  C21 1.090
47 H 2.427 -3.842 1.453  C22 1.081
48 H 4.096 -2.753 0.015  C23 1.080
49 H 3.150 3.292 -2.334  C24 1.097
50 H 2.591 2.256 -3.666  C24 1.091
51 H 0.414 1.952 -2.550  C25 1.092
52 H 0.727 3.679 -2.734  C25 1.091
53 H -1.263 1.210 1.900  C26 1.080
54 H -1.647 -0.818 3.228  C27 1.081

What is the frontier orbital gap in the first record?
0.152 Ha